No. 1
The following is a quantum chemistry calculation of a 2-piece molecular cluster, C12H12 overall in a non-equilibrium geometry, from the OMol25 dataset.

Values from the calculation:
- Total energy: -12634.3055 eV
- HOMO level: -9.05 eV
- Multiplicity: 1
- Molar mass: 156.23 g/mol
- Kohn-Sham gap: 9.858 eV

Structure (XYZ):
```
24
C12H12 ωB97M-V/def2-TZVPD
C 3.62 -1.08 -0.89
C 3.72 -0.27 1.43
C 4.11 0.16 -1.25
C -2.55 0.45 -0.31
C -3.43 1.42 -0.01
C 4.18 1.10 0.98
C -4.72 1.02 0.04
C -4.29 -1.21 0.11
C 3.45 -1.33 0.45
C 4.19 1.35 -0.41
C -5.23 -0.24 0.32
C -2.98 -0.89 -0.27
H 3.21 -2.35 0.96
H -4.77 -2.17 0.46
H 3.64 -0.79 2.52
H 3.47 -1.93 -1.56
H -6.40 -0.69 0.37
H 4.05 1.94 1.81
H 4.72 2.24 -0.83
H -2.41 -1.79 -0.54
H -5.35 1.98 -0.16
H -1.40 0.44 -0.71
H -3.10 2.47 -0.17
H 4.28 0.14 -2.36
```



No. 2
The following is a quantum chemistry calculation of a 2-piece molecular cluster, C12H12 overall in a non-equilibrium geometry, from the OMol25 dataset.

Values from the calculation:
- Total energy: -12636.3859 eV
- HOMO level: -9.08 eV
- Multiplicity: 1
- Molar mass: 156.23 g/mol
- Kohn-Sham gap: 10.084 eV

Structure (XYZ):
```
24
C12H12 ωB97M-V/def2-TZVPD
C 1.48 0.09 1.40
C 2.28 1.11 -0.52
C -1.45 -0.04 -1.45
C 1.68 1.28 0.71
C 2.32 -1.32 -0.30
C -2.50 -1.18 0.41
C -1.78 1.17 -0.92
C -1.84 -1.26 -0.81
C 1.56 -1.13 0.88
C 2.53 -0.18 -1.01
C -2.56 0.05 1.07
C -2.26 1.17 0.35
H 2.45 -2.35 -0.62
H -1.59 -2.24 -1.33
H 1.09 0.42 2.43
H 3.28 -0.28 -1.80
H -2.31 2.26 0.60
H 1.63 -1.89 1.69
H 2.71 2.00 -0.99
H 1.58 2.21 1.22
H -2.78 -2.05 0.87
H -1.06 -0.01 -2.50
H -2.81 0.06 2.17
H -1.65 2.10 -1.58
```



No. 3
The following is a quantum chemistry calculation of C12H12B2CrN3O23 as an isolated structure in a non-equilibrium geometry, from the OMol25 dataset.

Values from the calculation:
- Charge: -1
- Total energy: -93980.6926 eV
- HOMO level (alpha / beta): -6.30 / -6.69 eV
- Multiplicity: 5
- Molar mass: 639.85 g/mol
- Kohn-Sham gap (alpha / beta): 6.704 / 7.042 eV

Structure (XYZ):
```
53
C12H12B2CrN3O23 ωB97M-V/def2-TZVPD
Cr -7.76 13.67 11.58
O -8.50 15.38 12.43
O -8.98 10.50 13.71
O -11.54 13.91 9.40
O -3.52 13.50 11.47
O -7.25 16.33 7.58
O -1.39 12.65 12.38
O 0.80 12.21 12.30
O -5.59 15.23 6.56
O -3.33 14.96 7.28
O 0.80 14.83 10.91
O -9.63 13.67 10.35
O -2.65 14.43 13.44
O -4.33 13.22 6.08
O -6.17 10.53 9.45
O -1.18 14.56 6.73
O -9.14 12.38 12.73
O -7.07 14.15 9.50
O -1.38 14.82 11.50
O -4.61 14.79 14.51
O -7.10 11.63 11.01
O -5.70 13.75 12.05
O -5.22 13.66 8.26
O -2.40 12.30 5.26
N -6.60 10.61 10.58
N -9.58 11.54 13.49
N -10.47 14.34 9.76
C -6.81 9.32 11.28
C -6.46 15.42 7.49
C -2.99 13.09 5.94
C -8.08 16.26 13.46
C -3.94 14.48 13.55
C -10.95 11.67 13.98
C -6.31 14.33 8.57
C -0.14 12.93 12.09
C -2.35 14.27 6.75
C -10.07 15.72 9.38
C -0.16 14.35 11.47
C -4.50 13.85 12.24
B -2.24 13.82 12.16
B -4.59 14.26 7.05
H -5.88 8.77 11.40
H -9.86 16.30 10.27
H -8.67 16.06 14.36
H -7.19 9.62 12.25
H -7.54 8.74 10.73
H -11.63 11.85 13.15
H -10.90 16.19 8.85
H -11.25 10.71 14.39
H -9.19 15.66 8.73
H -7.10 15.89 13.77
H -8.07 17.32 13.20
H -11.08 12.48 14.69
```



No. 4
The following is a quantum chemistry calculation of C12H12Cl3GeN4O2PdS2 as an isolated structure, from the OMol25 dataset.

Values from the calculation:
- Charge: +1
- Total energy: -141921.0567 eV
- HOMO level (alpha / beta): -11.01 / -11.06 eV
- Multiplicity: 5
- Molar mass: 593.78 g/mol
- Kohn-Sham gap (alpha / beta): 7.467 / 5.372 eV

Structure (XYZ):
```
37
C12H12Cl3GeN4O2PdS2 ωB97M-V/def2-TZVPD
Pd 1.73 -1.16 -2.02
Ge 3.58 0.23 0.17
Cl 3.99 0.05 -2.03
Cl 5.39 1.22 0.84
Cl 2.43 -2.09 0.13
S 3.41 -3.13 -3.72
S -0.83 -0.02 -1.34
O -0.52 -1.38 -1.84
O -1.49 0.87 -2.24
N 0.73 0.45 -1.02
N 2.29 1.77 0.07
N 0.04 2.48 -0.13
N -3.73 -0.45 3.73
C -1.31 -1.12 1.08
C 1.01 1.58 -0.36
C 1.68 3.93 0.82
C -1.99 -1.23 2.26
C -2.73 0.73 0.42
C -3.06 -0.36 2.55
C -3.42 0.62 1.60
C 2.61 2.96 0.64
C 0.75 -3.95 -3.33
C 1.92 -3.04 -3.25
C -1.68 -0.15 0.15
C 0.37 3.61 0.45
H -4.59 0.04 3.85
H -0.45 4.31 0.63
H -3.00 1.47 -0.32
H -0.10 -3.40 -3.73
H -0.49 -1.80 0.85
H 1.93 4.88 1.26
H -1.71 -1.98 2.98
H 3.64 3.08 0.94
H -4.24 1.29 1.81
H 0.47 -4.22 -2.31
H 0.95 -4.85 -3.91
H -3.59 -1.26 4.31
```



No. 5
The following is a quantum chemistry calculation of C12H12F5O12Ti as an isolated structure in a non-equilibrium geometry, from the OMol25 dataset.

Values from the calculation:
- Total energy: -73905.6104 eV
- HOMO level (alpha / beta): -5.91 / -10.88 eV
- Multiplicity: 4
- Molar mass: 491.07 g/mol
- Kohn-Sham gap (alpha / beta): 6.257 / 8.356 eV

Structure (XYZ):
```
42
C12H12F5O12Ti ωB97M-V/def2-TZVPD
Ti 7.78 10.43 10.33
F 7.96 6.74 8.44
F 6.93 9.35 14.89
F 13.53 13.54 9.49
F 9.43 6.74 13.74
F 6.77 11.99 10.05
O 10.91 13.38 11.54
O 11.41 12.87 9.41
O 6.96 9.05 10.90
O 4.64 9.18 15.27
O 2.93 10.57 15.91
O 9.46 8.63 12.17
O 3.93 10.84 13.94
O 8.48 8.87 8.11
O 9.49 12.15 10.38
O 8.88 8.46 6.00
O 10.40 9.69 7.06
O 11.13 8.00 10.95
C 10.54 12.72 10.42
C 10.07 8.87 11.02
C 5.20 10.53 13.42
C 7.61 7.87 6.27
C 11.08 7.04 12.07
C 7.53 7.90 7.81
C 5.67 9.30 14.31
C 9.66 7.25 12.45
C 9.37 9.10 7.06
C 12.28 13.92 9.69
C 12.18 14.07 11.25
C 3.72 10.25 15.12
H 11.99 14.72 9.05
H 7.62 6.89 5.76
H 11.73 7.46 12.90
H 5.80 11.38 13.54
H 11.23 6.03 11.74
H 5.71 8.33 13.78
H 8.83 6.83 11.91
H 6.88 8.58 5.73
H 5.19 10.18 12.44
H 12.10 15.16 11.48
H 13.07 13.63 11.66
H 6.62 8.25 8.16
```



No. 6
The following is a quantum chemistry calculation of C12H12N2O as an isolated structure in a non-equilibrium geometry, from the OMol25 dataset.

Values from the calculation:
- Total energy: -17661.3337 eV
- HOMO level: -8.06 eV
- Multiplicity: 1
- Molar mass: 200.24 g/mol
- Kohn-Sham gap: 7.933 eV

Structure (XYZ):
```
27
C12H12N2O ωB97M-V/def2-TZVPD
O -4.08 0.79 -0.39
N 4.14 -0.90 0.03
N -0.99 -0.99 0.36
C 1.34 -0.24 -0.12
C -3.13 -1.53 -0.15
C 2.00 2.23 -0.28
C 3.73 0.39 -0.14
C -2.28 -0.62 0.61
C -0.33 1.39 0.55
C 1.77 -1.58 -0.23
C 3.19 -1.89 -0.02
C -3.03 -0.10 -0.66
C 2.39 0.81 -0.10
C 0.66 2.40 0.10
C 0.00 0.04 0.24
H 2.54 3.14 -0.67
H -0.52 -1.83 0.83
H -2.67 -2.26 -0.82
H -1.36 1.52 0.94
H 0.23 3.33 0.26
H -2.40 0.23 -1.52
H -3.47 1.65 0.33
H 1.14 -2.48 -0.42
H 4.44 1.28 -0.22
H 3.61 -2.95 -0.22
H -2.69 -0.21 1.61
H -4.23 -1.63 0.12
```



No. 7
The following is a quantum chemistry calculation of one molecule with the formula C12H12N2O5S, from the OMol25 dataset.

Values from the calculation:
- Total energy: -36692.6825 eV
- HOMO level: -8.87 eV
- Multiplicity: 1
- Molar mass: 296.30 g/mol
- Kohn-Sham gap: 9.049 eV

Structure (XYZ):
```
32
C12H12N2O5S ωB97M-V/def2-TZVPD
S -1.38 0.70 -0.20
O -3.87 -1.92 1.17
O -2.41 -1.38 -2.13
O -4.28 2.00 -0.53
O 6.24 -0.03 -0.64
O 5.12 -1.95 -0.47
N -1.64 -1.46 1.20
N 0.56 -0.84 1.03
C 2.82 -0.70 0.32
C 5.22 -0.62 -0.39
C 1.63 1.34 0.81
C -3.04 -0.08 -0.15
C -3.42 -0.60 -1.55
C 3.96 0.04 0.03
C -0.64 -0.62 0.77
C -4.09 0.93 0.35
C 2.78 2.07 0.53
C 3.93 1.43 0.13
C 1.65 -0.05 0.70
C -2.93 -1.25 0.81
H 5.98 -2.32 -0.74
H 2.76 3.14 0.63
H 4.83 1.98 -0.09
H -4.29 -1.25 -1.44
H -1.40 -2.25 1.79
H 0.74 1.84 1.14
H -5.05 0.41 0.42
H -3.80 1.28 1.35
H -3.47 2.53 -0.57
H -3.69 0.25 -2.18
H -1.66 -0.82 -2.36
H 2.83 -1.78 0.25
```



No. 8
The following is a quantum chemistry calculation of one molecule with the formula C12H12N2S in a non-equilibrium geometry, from the OMol25 dataset.

Values from the calculation:
- Total energy: -26448.9514 eV
- HOMO level (alpha / beta): -7.49 / -7.48 eV
- Multiplicity: 1
- Molar mass: 216.31 g/mol
- Kohn-Sham gap (alpha / beta): 5.727 / 5.695 eV

Structure (XYZ):
```
27
C12H12N2S ωB97M-V/def2-TZVPD
S -0.34 -1.29 2.03
N 2.76 -0.48 0.52
N 4.89 -1.42 0.96
C -1.39 -0.97 -3.20
C 2.19 0.67 0.47
C -0.41 0.51 2.28
C -0.46 -0.99 -0.92
C 1.04 0.97 -0.33
C -1.06 0.38 -3.21
C -1.65 0.84 3.15
C -0.70 -1.62 0.35
C 0.09 0.31 -1.09
C 3.87 -0.92 0.72
C -0.35 1.02 -2.20
C -1.05 -1.64 -2.03
H 2.56 1.59 1.03
H -1.41 0.55 4.12
H 1.07 2.01 -0.37
H -1.16 -2.56 0.28
H 0.36 0.81 2.92
H -2.62 0.52 2.63
H -1.18 -2.66 -1.83
H 0.19 1.95 -2.52
H -1.82 1.88 3.12
H -0.49 1.01 1.25
H -1.90 -1.54 -4.03
H -1.03 1.07 -4.11
```